Entry from the OMol25 dataset: the molecule C3H7ClOS at a distorted geometry (ωB97M-V with the def2-TZVPD basis set).

Structure (XYZ):
```
13
Properties=species:S:1:pos:R:3:forces:R:3:nbo_charge:R:1
C 0.203 1.460 0.245 -0.68 1.52 3.99 -0.640
C -0.169 0.140 -0.242 0.37 -2.67 -0.84 -0.365
C 0.884 -0.980 0.159 0.07 0.51 -2.71 -0.081
O 0.500 -2.268 -0.342 -0.19 0.49 -0.63 -0.716
S -1.635 -0.628 0.561 0.09 0.51 -0.11 0.257
Cl -3.045 0.544 -0.280 -0.46 0.27 -0.02 -0.185
H -0.773 2.036 0.281 1.41 -0.03 0.03 0.236
H 0.985 2.007 -0.261 0.01 -0.08 -0.62 0.229
H 0.599 1.355 1.367 -0.98 0.36 -2.16 0.205
H -0.467 0.232 -1.327 0.73 -0.65 0.82 0.224
H 1.928 -0.742 -0.167 -0.80 0.14 -0.12 0.179
H 0.947 -1.009 1.218 -0.27 -0.27 1.14 0.185
H 0.042 -2.149 -1.212 0.68 -0.09 1.22 0.473
```
Forces are in eV/Å.

Summary:
- Orbital gap: 0.3437 Ha
- Total energy: -1052.08891 Ha
- SMILES: C[C@@H](CO)SCl
- Relative energy (zero: lowest compared OMol25 entry of this formula, charge and spin): 94.5 kJ/mol
- Net charge: 0
- LUMO: 0.42 eV


Entry from the OMol25 dataset: the ion C9H15N2S2 with charge +1 at a distorted geometry (ωB97M-V with the def2-TZVPD basis set).

Structure (XYZ):
```
28
Properties=species:S:1:pos:R:3:forces:R:3:nbo_charge:R:1
C 1.044 -0.104 2.009 -0.01 0.87 0.83 -0.661
C 0.754 0.350 0.525 -0.82 0.81 2.92 -0.227
S 1.089 2.161 0.397 1.88 -0.46 0.35 0.017
C -0.754 0.272 0.313 -0.69 -0.24 -0.20 0.012
C -1.629 -0.489 1.116 0.28 -0.01 0.08 -0.234
C -3.002 -0.432 0.846 1.77 0.96 -2.55 -0.160
C -3.469 0.171 -0.354 1.82 -0.71 2.58 -0.174
C -2.609 0.911 -1.098 -1.26 0.42 -2.40 -0.198
C -1.316 0.998 -0.738 2.63 1.73 -0.50 -0.299
C 1.506 -0.472 -0.506 1.93 2.05 0.60 0.250
N 1.041 -1.715 -0.596 1.22 -1.69 -2.61 -0.854
N 1.321 0.377 -1.799 1.18 -2.02 -2.47 -0.792
S 3.407 -0.379 -0.228 -1.13 3.82 -1.89 -0.063
H 1.913 0.354 2.494 0.65 -0.28 -1.02 0.252
H 0.322 0.402 2.757 0.27 -1.52 -1.54 0.263
H 1.176 -1.214 2.059 -0.55 0.91 0.40 0.222
H 2.465 1.930 0.454 -1.04 0.58 0.23 0.145
H -1.219 -1.128 1.937 -0.66 0.83 -0.70 0.235
H -3.674 -0.923 1.441 -1.50 -1.26 1.44 0.223
H -4.442 0.033 -0.633 -2.46 -0.16 -0.58 0.226
H -2.904 1.360 -2.079 -0.02 -0.21 1.19 0.234
H -0.700 1.794 -1.299 -0.96 -1.37 0.91 0.218
H 0.396 -1.977 0.073 -1.46 -1.12 1.21 0.414
H 1.647 -2.391 -1.077 -0.86 0.16 0.74 0.413
H 1.713 -0.178 -2.655 -0.60 1.33 1.94 0.449
H 0.282 0.500 -1.982 1.31 0.23 0.47 0.474
H 1.864 1.259 -1.623 -1.03 -0.52 -0.66 0.468
H 3.775 -1.471 0.245 0.10 -3.12 1.24 0.148
```
Forces are in eV/Å.

Summary:
- Orbital gap: 0.3606 Ha
- Total energy: -1257.52648 Ha
- SMILES: C[C@](S)(c1ccccc1)[C@@](N)([NH3+])S
- Relative energy (zero: lowest compared OMol25 entry of this formula, charge and spin): 130.4 kJ/mol
- Net charge: +1
- LUMO: -2.95 eV


Entry from the OMol25 dataset: a structure of composition C22H47INbO9 at a distorted geometry (ωB97M-V with the def2-TZVPD basis set).

Structure (XYZ):
```
80
Properties=species:S:1:pos:R:3:forces:R:3:lowdin_charge:R:1
C 2.178 2.452 4.465 0.32 -0.79 -0.32 -0.159
C 0.926 2.759 4.152 -2.21 -0.18 2.10 -0.405
Nb -0.327 1.023 3.523 0.53 1.48 0.03 1.146
I -0.455 0.332 6.310 0.04 -0.31 0.14 -0.047
C -1.389 -0.904 2.944 1.34 -0.23 1.07 -0.438
C -0.510 -2.115 3.338 -0.47 -0.18 -0.14 -0.293
C -2.264 2.225 3.675 -0.02 0.06 -1.01 -0.400
O -3.463 1.482 3.331 -0.34 0.35 0.15 -0.328
C -4.076 0.981 4.494 0.68 -0.45 -0.52 -0.188
H 3.037 2.795 3.896 0.38 0.69 0.55 0.045
H 2.311 1.757 5.289 0.49 -0.85 -0.51 0.006
H 0.572 3.787 4.191 -0.01 0.21 -1.82 0.036
H 1.250 0.063 3.300 0.16 -0.19 -0.53 -0.109
H -0.190 1.599 1.818 0.01 -0.22 -0.04 -0.099
H -1.384 -0.889 1.854 -0.39 0.42 -0.19 0.016
H -2.391 -0.991 3.351 -0.21 0.01 -0.08 0.009
H -1.074 -3.054 3.282 -0.07 -0.13 0.14 0.030
H 0.334 -2.222 2.665 0.17 0.10 -0.16 0.028
H -0.093 -2.017 4.333 -0.05 -0.12 0.25 -0.023
H -2.395 2.742 4.631 0.03 -0.10 0.22 0.029
H -2.211 3.022 2.926 0.02 0.12 -0.04 0.023
H -4.308 1.795 5.184 -0.18 0.00 0.22 0.076
H -3.389 0.272 4.961 0.00 0.04 0.48 0.025
H -4.961 0.415 4.211 -0.28 0.18 -0.10 0.075
O -0.018 4.726 1.394 -0.10 0.26 0.14 0.092
C -0.589 4.858 0.351 0.23 -0.46 -0.21 -0.520
O -1.918 5.125 0.358 -0.12 0.26 0.30 -0.006
C -2.649 5.466 -0.815 -0.04 -0.10 -0.17 -0.245
C -3.111 4.233 -1.565 0.05 -0.14 -0.03 -0.064
C 0.105 4.642 -0.972 -0.06 0.36 0.04 0.004
H -2.075 6.145 -1.449 0.05 -0.06 -0.03 0.113
H -3.516 6.025 -0.463 0.04 -0.02 0.12 0.118
H -2.266 3.642 -1.919 0.02 0.07 -0.05 0.064
H -3.722 4.514 -2.425 0.00 0.02 0.01 0.074
H -3.700 3.592 -0.909 -0.03 0.05 0.02 0.085
H 0.102 3.574 -1.194 -0.02 -0.01 0.03 0.101
H 1.132 4.984 -0.881 0.04 -0.14 0.11 0.090
H -0.332 5.187 -1.800 -0.08 -0.13 -0.05 0.037
O 1.131 5.970 -3.523 -0.06 0.08 -0.17 0.106
C 0.928 5.254 -4.463 0.31 -0.12 -0.05 -0.517
O -0.093 4.375 -4.404 -0.28 0.17 0.16 -0.010
C -0.539 3.597 -5.517 0.07 -0.21 -0.16 -0.234
C 0.263 2.321 -5.665 0.16 0.01 0.06 -0.062
C 1.840 5.251 -5.669 -0.27 0.24 -0.29 0.013
H -0.545 4.194 -6.430 0.08 0.02 0.01 0.112
H -1.577 3.352 -5.299 0.01 0.09 0.13 0.122
H 1.314 2.528 -5.870 -0.02 0.02 -0.08 0.067
H -0.133 1.713 -6.479 -0.02 0.01 0.01 0.081
H 0.223 1.742 -4.743 -0.08 -0.01 -0.01 0.088
H 2.692 4.604 -5.465 -0.01 -0.02 0.01 0.097
H 2.196 6.266 -5.826 0.11 -0.02 0.18 0.089
H 1.358 4.936 -6.591 0.04 -0.17 0.05 0.068
O -0.239 -4.687 -2.024 -0.11 0.03 0.11 0.090
C -0.774 -5.247 -1.103 -0.12 -0.27 -0.14 -0.523
O -0.239 -5.156 0.123 0.07 0.36 0.02 -0.008
C -0.882 -5.632 1.313 -0.03 -0.28 0.23 -0.217
C -0.611 -7.106 1.531 0.06 -0.10 -0.17 -0.058
C -1.988 -6.123 -1.316 -0.35 0.29 0.12 0.013
H -1.947 -5.399 1.300 0.00 0.00 -0.10 0.116
H -0.453 -5.058 2.132 0.09 0.15 -0.15 0.112
H -1.017 -7.716 0.723 -0.08 0.00 0.04 0.065
H -1.053 -7.439 2.470 0.00 0.03 0.01 0.082
H 0.464 -7.290 1.563 0.00 0.06 0.06 0.084
H -1.657 -7.115 -1.620 0.02 -0.01 0.02 0.094
H -2.584 -5.687 -2.113 0.15 -0.05 -0.13 0.088
H -2.633 -6.207 -0.445 0.11 -0.13 0.06 0.070
O 3.492 -6.569 0.154 0.16 0.03 0.06 0.089
C 3.629 -5.453 -0.275 -0.40 0.14 -0.08 -0.519
O 4.619 -4.682 0.220 0.36 -0.26 0.07 -0.004
C 4.981 -3.417 -0.342 -0.14 0.27 -0.01 -0.244
C 4.106 -2.300 0.186 -0.14 -0.06 0.07 -0.059
C 2.669 -4.864 -1.278 0.59 -0.11 -0.36 0.005
H 4.980 -3.463 -1.432 -0.07 -0.05 0.00 0.109
H 6.015 -3.253 -0.040 0.00 -0.14 0.08 0.117
H 3.062 -2.447 -0.088 0.02 0.05 -0.07 0.071
H 4.433 -1.336 -0.205 0.02 -0.01 0.01 0.081
H 4.147 -2.270 1.274 0.06 0.04 0.00 0.087
H 1.810 -4.465 -0.751 -0.03 0.04 0.01 0.069
H 2.339 -5.658 -1.942 -0.16 -0.07 0.17 0.092
H 3.103 -4.088 -1.905 -0.06 0.11 0.12 0.075
```
Forces are in eV/Å.

Summary:
- Orbital gap: 0.2003 Ha
- Total energy: -1898.06176 Ha
- Net charge: -1
- LUMO: 1.85 eV


Entry from the OMol25 dataset: the molecule C7H5IN2O3 at a distorted geometry (ωB97M-V with the def2-TZVPD basis set).

Structure (XYZ):
```
18
Properties=species:S:1:pos:R:3:forces:R:3:nbo_charge:R:1
N 0.345 -0.612 3.021 0.22 -0.67 1.16 -0.245
C 0.048 -0.023 2.094 -0.44 -0.20 -0.77 0.204
C -0.204 0.725 0.898 0.94 2.84 0.63 0.316
O -0.931 1.829 1.246 0.49 -0.27 -0.68 -0.637
C 0.807 0.587 -0.044 -1.22 -0.74 1.20 -0.025
C 1.388 -0.696 -0.388 -1.35 0.98 -0.38 -0.206
C 0.552 -1.666 -0.838 0.22 -1.94 -0.48 -0.172
C -0.887 -1.587 -0.929 -0.69 2.33 -1.23 -0.243
C -1.621 -0.958 0.016 -1.18 -1.45 -1.44 -0.342
I -3.639 -0.445 -0.381 0.74 -0.07 0.36 0.177
N 1.278 1.720 -0.691 0.35 2.19 -0.98 0.498
O 2.387 1.650 -1.235 -1.66 0.63 0.56 -0.357
O 0.540 2.761 -0.647 1.80 -1.56 -0.43 -0.451
H -0.710 2.642 0.707 0.07 -1.39 -0.04 0.535
H 2.433 -0.546 -0.529 0.77 -1.08 -0.34 0.260
H 0.839 -2.631 -1.320 0.84 1.07 0.43 0.236
H -1.313 -1.599 -1.981 0.60 -0.65 1.27 0.235
H -1.312 -1.150 1.001 -0.50 0.00 1.14 0.217
```
Forces are in eV/Å.

Summary:
- Orbital gap: 0.2908 Ha
- Total energy: -902.43278 Ha
- SMILES: N#C\C(O)=C(/C=C\C=C\I)[N+](=O)[O-]
- Relative energy (zero: lowest compared OMol25 entry of this formula, charge and spin): 108.5 kJ/mol
- Net charge: 0
- LUMO: -1.68 eV


no.,HOMO level (eV)
1,-8.9
2,-12.8
3,-3.6
4,-9.6